C2H14O4S2 | wB97M-V/def2-TZVPD

As for the total charge: 0. Its total energy is -32149.4821 eV. The energy relative to the best compared isomer or geometry (same formula, charge and spin) comes out at 12.580 eV.

```
22
Properties=species:S:1:pos:R:3:forces:R:3
C -0.713 1.392 1.301 -1.094 0.189 2.288
S -0.065 -0.006 2.280 1.695 0.208 -3.818
S -0.466 -2.388 -1.615 0.434 0.182 -0.702
C -1.220 -1.036 -0.803 -0.142 -2.036 0.100
H -0.708 1.366 0.211 0.092 0.039 0.637
H -1.717 1.428 1.741 -0.357 0.257 -0.541
H -0.229 2.254 1.758 0.234 0.208 -0.946
H -2.116 -0.914 -1.404 -0.403 0.703 -0.012
H -1.370 -1.438 0.198 -0.280 1.026 0.274
H -0.609 -0.137 -0.856 0.122 0.341 -0.167
H 1.498 -2.331 -0.720 0.226 -0.284 0.447
H 1.677 -0.927 -0.065 0.975 -0.961 -0.010
O 2.181 -1.688 -0.468 0.147 -0.032 -0.693
H 0.138 2.032 -3.072 0.409 0.442 0.069
H 0.965 -0.189 0.246 -1.732 1.040 3.278
O -0.128 1.910 -2.159 -0.762 -1.129 0.025
H 1.524 3.179 -0.406 0.087 0.192 0.219
H 0.222 2.638 -1.345 -0.010 0.407 0.215
O 0.565 3.237 -0.326 0.353 -0.181 -0.584
H -0.163 -3.183 1.265 0.175 -0.311 0.153
H 0.312 -2.116 2.208 0.220 -1.212 -0.055
O 0.422 -3.081 2.029 -0.389 0.911 -0.176
```
Forces are in eV/Å.

C5H15BN3O | wB97M-V/def2-TZVPD

As for the total charge: +1. Its total energy is -12618.7944 eV. The SMILES is C[C@H]1CNC[C@@H](B(N)O)[NH2+]1.

```
25
Properties=species:S:1:pos:R:3:forces:R:3
C -2.153 0.428 1.845 0.401 0.177 -0.174
C -1.415 -0.228 0.700 -0.430 0.224 -0.192
C -2.026 0.078 -0.672 0.300 -0.081 -0.061
N -1.245 -0.397 -1.792 0.014 -0.226 -0.021
C 0.179 -0.117 -1.727 -0.383 -0.017 0.192
C 0.820 -0.441 -0.376 0.521 0.500 -0.330
B 2.370 0.007 -0.273 0.256 -0.155 0.468
N 3.195 -0.420 0.819 -0.727 -0.589 -0.385
O 2.856 0.839 -1.225 -0.566 0.299 -0.139
N -0.012 0.331 0.623 -0.300 -0.503 -0.052
H -3.160 0.037 1.936 -0.082 -0.106 0.048
H -2.220 1.501 1.665 -0.109 0.097 0.055
H -1.613 0.275 2.778 -0.142 -0.066 0.188
H -1.341 -1.306 0.817 0.250 -0.075 0.179
H -2.122 1.167 -0.752 -0.154 0.083 0.001
H -3.018 -0.360 -0.712 -0.147 0.084 -0.048
H -1.436 -1.362 -2.015 -0.015 -0.052 0.000
H 0.329 0.952 -1.905 0.104 0.052 -0.181
H 0.684 -0.664 -2.515 0.099 0.048 -0.122
H 0.731 -1.500 -0.147 -0.214 -0.061 0.215
H 2.732 -0.994 1.512 0.148 -0.066 0.065
H 4.022 -0.923 0.515 0.406 0.501 0.267
H 3.554 1.406 -0.889 0.515 -0.131 -0.200
H 0.411 0.414 1.547 0.042 -0.106 0.029
H -0.123 1.276 0.245 0.212 0.170 0.198
```
Forces are in eV/Å.

C6H11N | wB97M-V/def2-TZVPD

As for the total charge: 0. Its total energy is -7888.1928 eV. The energy relative to the best compared isomer or geometry (same formula, charge and spin) comes out at 2.339 eV. The SMILES is C=CC(=C)CCN.

```
18
Properties=species:S:1:pos:R:3:forces:R:3
C -1.725 0.406 -1.254 0.638 0.161 0.478
C -0.482 0.897 -1.228 -1.526 1.289 0.736
C 0.281 1.053 0.054 1.275 0.613 -2.438
C 1.346 1.894 0.063 -0.554 -0.326 1.590
C 0.029 0.102 1.162 0.325 -1.418 0.558
C -0.108 -1.406 0.847 -0.381 -0.098 -1.262
N 0.928 -1.826 -0.110 0.527 0.018 0.423
H -2.207 0.214 -2.202 -0.433 0.131 0.197
H -2.198 0.280 -0.279 -0.291 -0.652 -0.555
H -0.153 1.371 -2.155 0.727 -0.515 0.308
H 2.128 1.611 0.763 -0.141 0.628 0.397
H 1.360 2.930 -0.293 0.245 -0.822 -1.034
H 0.871 0.059 1.861 -0.033 0.871 -0.041
H -0.852 0.476 1.703 0.135 -0.242 0.071
H 0.020 -1.949 1.785 0.021 -0.054 -0.117
H -1.084 -1.677 0.426 -0.166 0.201 0.375
H 0.705 -1.621 -1.075 -0.238 0.222 0.130
H 1.140 -2.813 -0.067 -0.131 -0.005 0.185
```
Forces are in eV/Å.

| no. | gap between HOMO and LUMO (Eh) | E_HOMO (eV) |
| --- | --- | --- |
| 1 | 0.107 | -8.84 |
| 2 | 0.358 | -12.83 |
| 3 | 0.337 | -8.44 |